The following is a DFT calculation (ωB97M-V with the def2-TZVPD basis set) of a structure of composition C33H51FIN2O5P2.

Summary:
**Total charge**: +1
**Orbital gap**: 7.5566 eV
**2S+1**: 1
**E_HOMO**: -10.48 eV
**LUMO level**: -2.9257 eV

Element x y z (Å)
C 1.510 -3.618 4.966
C -0.098 -3.385 5.183
C -0.735 -2.194 4.196
O 0.098 -2.189 2.985
C -0.650 -1.596 1.825
O -1.426 -0.471 2.445
C -2.121 0.320 1.423
C -3.684 0.516 1.977
C -4.535 -0.900 1.930
O -4.378 1.661 1.367
C -1.596 -2.741 1.137
N -0.879 -3.768 0.292
P -0.369 -5.075 1.452
C 0.895 -6.263 0.664
O -1.865 -6.011 1.653
P -2.123 -4.597 -0.746
N -2.993 -3.445 -1.782
O -1.187 -5.738 -1.737
C 0.259 -3.242 -0.550
F -0.182 -2.362 -1.690
C 1.366 -2.337 0.294
C 0.534 -0.996 0.830
C 1.534 0.092 1.609
C 3.062 0.117 1.017
C 3.678 1.629 1.355
I 4.423 -1.295 2.079
H 2.008 -2.543 4.854
H 1.902 -4.190 5.937
H 1.692 -4.289 4.022
H -0.745 -4.368 5.017
H -0.356 -3.026 6.283
H -0.585 -1.192 4.807
H -1.854 -2.495 4.034
H -2.070 -0.108 0.335
H -1.640 1.408 1.394
H -3.571 0.777 3.137
H -4.509 -1.252 0.798
H -3.935 -1.662 2.626
H -5.632 -0.737 2.322
H -5.375 1.465 1.453
H -2.530 -2.292 0.545
H -2.089 -3.346 2.040
H 1.431 -6.837 1.564
H 1.788 -5.710 0.096
H 0.418 -7.118 -0.001
H -2.484 -5.533 2.280
H -2.678 -3.667 -2.774
H -2.736 -2.449 -1.617
H -0.878 -5.231 -2.543
H 0.905 -4.095 -1.078
H 1.868 -2.934 1.180
H 2.203 -2.054 -0.509
H 0.103 -0.389 -0.093
H 1.508 -0.009 2.774
H 1.067 1.163 1.365
H 3.136 -0.002 -0.157
H 2.948 2.107 2.166
H 3.719 2.331 0.420
H 4.725 1.527 1.912
C 4.412 5.761 0.253
C 4.027 5.229 -0.977
C 4.579 5.727 -2.156
C 5.524 6.753 -2.105
C 5.911 7.283 -0.875
C 5.353 6.790 0.304
H 3.979 5.375 1.172
H 3.296 4.425 -1.016
H 4.274 5.317 -3.115
H 5.958 7.138 -3.024
H 6.649 8.081 -0.835
H 5.651 7.207 1.262
C -8.727 -3.740 0.180
C -7.879 -2.633 0.153
C -8.286 -1.428 0.725
C -9.538 -1.332 1.332
C -10.384 -2.440 1.362
C -9.981 -3.643 0.782
H -8.410 -4.678 -0.269
H -6.900 -2.709 -0.314
H -7.627 -0.564 0.698
H -9.853 -0.394 1.782
H -11.360 -2.366 1.837
H -10.643 -4.504 0.801
C 4.796 6.307 -7.126
C 5.439 6.915 -6.048
C 6.784 7.268 -6.146
C 7.485 7.023 -7.328
C 6.841 6.418 -8.407
C 5.498 6.057 -8.306
H 3.748 6.029 -7.048
H 4.891 7.112 -5.130
H 7.287 7.735 -5.304
H 8.532 7.302 -7.406
H 7.387 6.229 -9.328
H 4.998 5.581 -9.145


The following is a DFT calculation (ωB97M-V with the def2-TZVPD basis set) of a structure of composition C33H52AsBCoF5N6OPS4.

Summary:
**ΔE to the lowest compared entry with this formula, charge and spin**: 0.0 kcal/mol
**Orbital gap (spin up / spin down)**: 6.7114 / 7.3600 eV
**2S+1**: 2
**E_HOMO (spin up / spin down)**: -6.85 / -6.85 eV
**LUMO level (spin up / spin down)**: -0.1431 / 0.5082 eV

Element x y z (Å)
Co 0.454 0.070 -1.242
C 1.445 1.249 5.792
C 1.089 2.323 4.761
C 2.268 2.621 3.832
C 0.716 3.593 5.523
N -0.074 1.912 3.922
C -1.149 2.751 3.660
C -1.873 2.212 2.667
N -1.251 1.046 2.262
B -1.499 0.283 0.953
N -2.650 0.943 0.178
C -3.964 0.923 0.595
C -4.686 1.670 -0.256
N -3.828 2.141 -1.239
C -2.565 1.685 -0.952
S -1.139 1.979 -1.818
C -4.230 3.131 -2.277
C -5.747 3.300 -2.231
C -3.859 2.647 -3.682
C -3.564 4.471 -1.948
N -1.855 -1.179 1.223
C -2.275 -1.720 2.411
C -2.325 -3.053 2.258
N -1.905 -3.351 0.966
C -1.636 -2.169 0.332
S -1.257 -1.862 -1.299
C -1.811 -4.774 0.535
C -1.145 -5.559 1.675
C -3.235 -5.282 0.293
C -0.977 -4.977 -0.727
C -0.139 0.855 3.040
S 0.819 -0.521 2.936
H 2.290 1.596 6.389
H 1.719 0.320 5.308
H 0.599 1.060 6.456
H 3.122 2.977 4.412
H 1.995 3.385 3.103
H 2.563 1.729 3.283
H 1.541 3.845 6.187
H -0.179 3.446 6.130
H 0.562 4.435 4.847
H -1.332 3.651 4.214
H -2.783 2.563 2.212
H -0.485 0.304 0.280
H -4.274 0.368 1.464
H -5.738 1.881 -0.248
H -6.257 2.352 -2.412
H -6.040 3.994 -3.017
H -6.082 3.714 -1.279
H -4.275 1.653 -3.860
H -2.785 2.608 -3.817
H -4.280 3.336 -4.415
H -3.861 4.803 -0.951
H -3.870 5.228 -2.672
H -2.480 4.378 -1.978
H -2.484 -1.110 3.273
H -2.616 -3.809 2.962
H -1.813 -5.690 2.526
H -0.247 -5.041 2.015
H -0.861 -6.549 1.321
H -3.854 -5.146 1.180
H -3.215 -6.343 0.041
H -3.689 -4.735 -0.535
H -0.008 -4.488 -0.642
H -1.475 -4.574 -1.602
H -0.825 -6.048 -0.871
F 7.605 2.177 -1.986
C 6.316 2.080 -1.658
C 5.528 1.069 -2.169
F 6.053 0.164 -3.006
C 4.199 0.966 -1.803
F 3.525 -0.067 -2.324
C 3.565 1.853 -0.924
S 1.925 1.782 -0.397
C 4.408 2.862 -0.428
F 3.910 3.758 0.429
C 5.738 2.977 -0.776
F 6.488 3.952 -0.256
C 1.518 0.851 -4.916
As 0.665 -0.335 -3.612
C 1.430 -2.047 -4.155
C -1.093 -0.503 -4.464
H 1.331 0.474 -5.921
H 2.590 0.905 -4.742
H 1.091 1.849 -4.821
H 1.354 -2.169 -5.236
H 0.865 -2.835 -3.655
H 2.473 -2.112 -3.851
H -1.302 -1.550 -4.681
H -1.130 0.075 -5.387
H -1.858 -0.135 -3.783
C 2.508 -3.399 1.176
P 2.975 -2.108 -0.007
C 4.092 -1.010 0.897
C 3.997 -2.931 -1.261
O 1.782 -1.462 -0.618
H 3.390 -3.833 1.647
H 1.953 -4.176 0.652
H 1.869 -2.935 1.929
H 4.987 -1.559 1.194
H 3.571 -0.628 1.774
H 4.368 -0.170 0.261
H 4.800 -3.505 -0.797
H 4.420 -2.181 -1.930
H 3.356 -3.597 -1.841


Sequential molar mass output: 763.63 947.72 g/mol
Sequential total energy output: -2853.47115 -7769.47699 Ha